No. 1
77
Properties=species:S:1:pos:R:3:forces:R:3:mulliken_charge:R:1 method="wB97M-V/def2-TZVPD" spin_multiplicity=2 energy_ev=-96887.195 s_squared=0.75
Cl 6.3726 -0.4569 -1.2262 0.09 0.00 -0.03 -0.172
Cl 3.5959 -2.7451 2.8643 0.08 -0.08 0.05 -0.191
Cl 4.9284 -3.0479 -2.3415 0.00 0.00 -0.01 -0.181
Cl 0.6751 -3.2772 3.9916 0.00 0.00 -0.01 -0.177
Cl -3.7201 -2.5183 -1.5313 0.02 0.01 0.00 -0.241
O -3.7170 4.5363 0.3118 -0.12 -0.13 -0.08 -0.706
N -3.1820 3.3779 0.3044 0.32 0.31 0.21 0.665
C 1.9061 0.6083 0.6898 -0.07 -0.10 -0.08 0.157
C -3.0842 1.1486 1.3271 0.06 0.00 -0.05 -1.667
C -3.1472 0.1141 -0.9838 -0.02 0.02 0.07 -1.519
C 1.4904 -4.4596 3.0269 0.03 0.02 -0.01 0.345
C 5.9557 -0.5903 -2.8975 -0.04 -0.04 0.00 0.305
C -1.4019 1.8292 -0.4943 -0.12 -0.03 0.00 -2.055
C 5.9215 0.3729 -5.0971 0.00 0.00 0.00 -0.465
C 1.4773 -6.6149 1.9687 -0.01 0.00 0.00 -0.473
C -4.0743 -1.0362 -0.5517 0.04 0.11 0.03 0.406
C 5.2964 -0.7650 -5.5867 0.00 0.00 0.00 -0.458
C 1.1483 -0.4730 1.4684 -0.04 0.07 -0.02 -1.072
C -3.1491 2.6579 1.6022 -0.06 -0.06 -0.08 1.659
C 4.9982 -1.8134 -4.7332 0.00 0.00 0.00 -0.411
C 2.7540 -6.3825 1.4776 0.01 0.00 0.00 -0.501
C -1.9688 3.1579 2.4418 0.02 -0.07 0.05 -1.956
C -1.0267 4.3497 -0.4483 0.10 -0.07 -0.03 -1.565
C 5.3252 -1.7291 -3.3875 0.00 0.03 0.02 0.263
C -2.6722 3.3816 -2.0630 -0.04 0.05 0.03 -1.756
C -2.2293 0.6828 0.1214 -0.05 -0.01 -0.04 3.138
C -0.3217 -0.1363 1.7291 -0.04 -0.10 -0.11 -0.057
C -1.2442 -0.4313 0.5315 0.04 0.03 -0.04 -1.706
C 2.7719 -4.2280 2.5379 -0.07 0.03 -0.03 0.432
C 6.2500 0.4599 -3.7550 0.01 0.00 0.00 -0.421
C 3.4339 0.5388 0.8450 -0.06 0.19 -0.15 -1.073
C 3.3997 -5.1912 1.7612 0.00 0.00 0.00 -0.542
C -4.4518 2.9563 2.3404 -0.04 0.01 -0.03 -1.787
C 0.8467 -5.6550 2.7418 0.00 0.00 0.00 -0.497
C -5.5561 -0.7077 -0.6577 -0.04 -0.08 -0.01 -1.355
C -2.0631 3.2174 -0.6644 -0.13 -0.08 -0.08 2.001
H -0.1488 -5.8185 3.1307 0.00 0.00 0.00 0.413
H 3.8481 1.5248 1.0626 0.01 -0.02 0.00 0.361
H -2.0828 4.2233 2.6469 0.00 -0.01 -0.03 0.413
H 1.6499 0.5316 -0.3714 -0.05 0.09 0.01 0.236
H -1.2297 4.9021 0.4661 -0.02 0.01 -0.02 0.319
H 3.7273 -0.1242 1.6566 0.00 -0.04 0.04 0.253
H -2.7469 0.6669 2.2482 -0.01 -0.01 -0.01 0.508
H -0.3963 0.9137 2.0243 0.03 -0.01 0.01 0.036
H -1.0490 5.0601 -1.2734 -0.03 0.03 0.03 0.433
H -5.2956 2.9077 1.6518 0.01 -0.05 0.00 0.429
H -4.5994 2.2084 3.1222 0.05 0.05 0.04 0.373
H 4.5084 -2.7061 -5.0968 0.00 0.00 0.00 0.402
H -0.6306 -0.6642 -0.3469 -0.02 0.02 -0.01 0.614
H -4.1125 0.8186 1.1721 -0.01 -0.01 0.03 -0.105
H 1.6445 -0.6442 2.4230 0.05 0.08 0.08 0.573
H -0.4763 1.9395 0.0700 -0.07 0.02 0.09 -0.289
H -1.9547 2.6223 3.3935 -0.01 0.03 0.01 0.426
H -3.5397 2.7392 -2.2050 0.06 -0.06 -0.04 0.324
H -1.1004 1.4959 -1.4918 0.15 0.02 0.04 0.609
H 4.3936 -4.9912 1.3848 0.00 0.00 0.00 0.446
H -1.8084 -1.3435 0.7413 0.04 -0.02 -0.02 0.239
H -2.9979 4.4101 -2.2105 -0.03 -0.01 0.05 0.498
H 1.5452 1.5911 1.0092 0.05 -0.03 0.11 0.054
H -5.8723 -0.1324 0.2153 0.03 0.10 -0.06 0.298
H -5.7667 -0.1196 -1.5514 0.00 -0.06 -0.03 0.324
H -3.7703 0.9140 -1.3856 0.00 0.02 0.03 0.086
H -6.1582 -1.6144 -0.6900 0.01 0.00 0.05 0.435
H -0.0135 3.9490 -0.3853 -0.01 -0.01 -0.03 0.263
H -3.8436 -1.3345 0.4692 -0.04 -0.08 -0.03 0.338
H 0.9679 -7.5437 1.7504 0.00 0.00 0.00 0.373
H -1.0056 2.9990 1.9584 -0.02 0.00 -0.01 0.404
H 5.0378 -0.8391 -6.6343 0.00 0.00 0.00 0.363
H 1.2055 -1.4244 0.9272 0.06 -0.03 0.07 0.189
H 3.9225 0.1937 -0.0646 -0.03 -0.12 0.06 0.051
H 6.7374 1.3386 -3.3559 0.00 0.00 0.00 0.399
H 3.2504 -7.1276 0.8708 0.00 0.00 0.00 0.373
H -2.5072 -0.2277 -1.7990 -0.05 0.01 -0.03 0.657
H 6.1548 1.1963 -5.7585 0.00 0.00 0.00 0.364
H -4.4454 3.9479 2.7881 0.00 -0.01 -0.01 0.385
H -0.6575 -0.7143 2.5928 -0.04 0.01 0.00 0.346
H -1.9215 3.1445 -2.8188 -0.01 0.01 0.01 0.416

---

No. 2
72
Properties=species:S:1:pos:R:3:forces:R:3:mulliken_charge:R:1 method="wB97M-V/def2-TZVPD" energy_ev=-72676.486 relative_energy_ev=0.000
S 2.8027 0.1701 -0.6048 0.03 0.06 -0.02 -0.170
S -0.6332 -0.7424 2.4109 -0.06 0.03 0.00 -0.456
Na -0.0399 -0.6536 -0.2450 -0.06 -0.08 -0.09 0.887
O 5.1001 -3.5866 -0.8864 -0.01 0.00 0.01 -0.677
N 3.1983 -4.5594 -1.6666 0.02 -0.02 0.00 -0.059
N 4.0215 -2.5360 -2.5684 0.04 -0.02 -0.05 -0.034
N -0.3908 1.5507 0.4727 -0.04 0.14 0.11 0.519
N -0.1576 1.3494 3.9438 -0.14 0.03 -0.01 -0.371
N -0.4215 0.7876 -2.1419 -0.05 -0.04 0.04 0.062
N 2.7289 0.7135 1.9823 -0.02 0.05 -0.05 0.112
N -0.1912 1.9160 1.7716 -0.05 0.03 -0.04 -1.127
N -0.0365 -2.8211 -1.4211 0.03 -0.01 0.06 -0.281
C 0.0928 3.8862 -0.0934 0.00 0.01 0.01 -0.147
C 0.5357 -1.8190 -7.0508 0.00 0.00 0.00 -1.585
C 3.2781 -0.0588 1.0081 -0.02 -0.02 0.01 0.468
C 2.9885 0.5921 3.3022 0.00 0.02 0.00 -0.142
C 3.8866 -0.3315 3.7398 -0.01 0.01 0.01 -0.810
C -0.8735 -3.8271 -1.6725 -0.01 -0.01 -0.02 -0.700
C 1.8970 -0.9434 -5.1152 0.04 0.00 -0.03 -0.876
C -0.6191 0.4215 -3.4020 -0.01 0.02 0.02 -0.346
C 2.7791 -3.4843 -4.4686 0.01 0.00 -0.01 -0.211
C -0.4419 6.0281 0.8678 0.00 0.00 0.01 -0.722
C 1.8056 -4.3300 -1.6803 -0.02 -0.02 -0.02 0.046
C 1.3227 4.3893 -0.5044 0.01 -0.01 -0.01 0.105
C 3.1619 -2.4035 -3.6799 0.00 0.01 0.02 0.305
C 1.6724 5.7033 -0.2249 0.00 0.00 0.01 -0.767
C -0.8650 1.3208 -4.4290 0.00 0.01 0.01 -0.788
C 1.2691 -3.0740 -1.4165 0.01 -0.01 0.00 0.075
C -0.6864 3.0626 -2.8046 0.02 0.00 0.00 -0.665
C 4.1609 -3.5475 -1.6602 -0.02 0.00 -0.01 0.065
C 4.2128 -1.0252 1.4498 -0.02 -0.03 0.01 -0.756
C -0.7860 4.7127 0.5993 0.00 0.00 -0.01 0.046
C 1.9343 -3.2843 -5.5474 0.00 0.00 0.00 -0.745
C -0.4338 -5.1144 -1.9321 0.00 0.01 0.00 -0.567
C 1.4729 -2.0159 -5.8899 0.01 0.00 0.00 0.807
C -0.8974 2.6692 -4.1152 0.00 0.00 0.00 -0.633
C 0.9274 -5.3704 -1.9435 0.01 0.01 -0.01 -0.405
C 4.5051 -1.1532 2.7800 -0.01 0.00 0.00 -0.173
C -0.2612 2.4743 -0.4062 0.00 -0.07 -0.08 -0.168
C -0.4567 2.0911 -1.8317 0.01 0.02 0.03 0.168
C -0.3636 0.9314 2.6428 0.33 -0.07 0.02 0.306
C 0.7885 6.5258 0.4579 0.00 0.00 0.00 -0.392
C 2.7217 -1.1287 -4.0166 -0.01 -0.02 0.00 -0.437
H 4.5364 -1.7099 -2.3024 0.00 0.00 0.02 0.320
H -1.0201 0.9677 -5.4395 0.00 0.00 0.00 0.495
H -0.3172 2.3348 4.0947 -0.01 0.01 0.01 0.243
H 3.0215 -0.2850 -3.4071 0.00 0.01 -0.01 0.381
H 2.0171 1.3863 1.6926 -0.03 -0.07 0.04 -0.071
H 1.6394 -4.1375 -6.1480 0.00 0.00 0.00 0.422
H -1.0867 3.4102 -4.8813 0.00 0.00 0.00 0.432
H 3.1422 -4.4764 -4.2394 0.00 0.00 0.00 0.483
H 0.5332 -0.7805 -7.3817 0.00 0.00 0.00 0.359
H 5.2143 -1.9081 3.0954 0.00 0.00 0.00 0.442
H -0.5181 0.7238 4.6448 0.00 0.00 0.01 0.218
H 1.3092 -6.3609 -2.1600 0.00 0.00 0.00 0.481
H -1.9307 -3.5921 -1.6561 0.00 0.00 0.00 0.454
H 2.0110 3.7412 -1.0355 0.00 -0.01 0.00 0.454
H 2.4201 1.2489 3.9441 0.02 -0.03 0.00 0.458
H 2.6354 6.0835 -0.5410 0.00 0.00 0.00 0.412
H -1.1328 6.6665 1.4037 0.00 0.00 0.00 0.398
H 3.4973 -5.3228 -1.0775 0.01 0.01 0.01 0.286
H 4.0927 -0.4319 4.7940 0.00 0.00 0.00 0.409
H 0.8181 -2.4433 -7.8991 0.00 0.00 0.00 0.447
H 4.6658 -1.6744 0.7134 0.02 0.02 -0.02 0.331
H -0.5615 -0.6442 -3.5999 -0.03 0.01 0.01 0.554
H 1.5686 0.0596 -5.3622 0.03 -0.02 0.00 0.476
H -1.1476 -5.9021 -2.1291 0.00 0.00 0.00 0.398
H -1.7353 4.3142 0.9331 0.00 0.00 0.00 0.428
H 1.9279 -2.2391 -1.1957 -0.01 0.00 0.02 0.414
H -0.4886 -2.0844 -6.7776 0.00 0.00 0.00 0.283
H -0.7058 4.1074 -2.5288 0.00 0.00 0.00 0.442
H 1.0574 7.5521 0.6727 0.00 0.00 0.00 0.390

---

No. 3
67
Properties=species:S:1:pos:R:3:forces:R:3:nbo_charge:R:1 method="wB97M-V/def2-TZVPD" spin_multiplicity=2 energy_ev=-206615.620 s_squared=0.76 relative_energy_ev=0.000 charge=+2
Ir -0.9124 -0.0542 0.3910 -0.11 -0.19 0.03 0.757
Se 1.5215 0.6187 -0.7512 -1.48 -0.72 0.53 -0.139
Se -2.5322 0.4882 -1.5413 2.77 -0.35 1.93 0.041
S -5.4662 -0.9525 1.9275 0.55 0.25 -0.17 0.519
S -4.3818 -0.1764 -0.7117 -0.84 -0.44 0.63 0.219
P 1.4711 1.4116 -2.7879 0.00 1.08 0.45 0.948
O -0.1088 -7.5260 -2.6334 0.21 -0.69 -0.14 -0.638
O -1.1507 -5.9987 -3.8435 0.11 -0.24 0.16 -0.528
N 0.3676 0.2618 2.2102 -0.62 -0.46 -1.29 -0.447
N -2.9966 -0.1650 1.6550 1.61 -0.15 -1.81 -0.544
N 0.0267 -2.1021 0.9344 -0.31 2.52 0.91 -0.359
C -2.6434 -0.3279 5.3331 -0.03 -0.03 0.00 -0.176
C -0.4336 -5.2977 -1.7177 0.01 0.20 0.11 -0.111
C 4.0863 1.6526 -3.8003 -0.03 -0.19 -0.06 -0.214
C 0.2680 2.7766 -2.9067 0.02 -0.54 -0.13 -0.397
C 4.5491 4.0557 -2.4885 -0.16 0.09 0.10 -0.197
C -3.1926 -0.3449 3.0035 -0.52 -0.35 1.31 0.169
C 0.5402 -5.3762 -0.7235 -0.25 0.02 -0.12 -0.185
C -1.2643 -4.1773 -1.7730 0.16 -0.33 0.00 -0.160
C -1.4407 4.2357 -2.0632 -0.03 0.01 0.00 -0.150
C 0.1752 3.3955 -4.1550 0.06 -0.11 0.04 -0.183
C -1.1158 -3.1591 -0.8627 0.05 0.27 0.28 -0.136
C 5.3072 2.2932 -3.9376 -0.02 0.02 -0.03 -0.194
C 1.3983 1.5814 3.9009 0.06 -0.36 0.04 -0.207
C 0.9337 -0.8462 2.7273 0.24 0.50 0.60 0.122
C 0.6984 -4.3467 0.1856 -0.05 0.43 0.25 -0.187
C 1.7563 -0.7802 3.8541 -0.35 -0.03 -0.41 -0.177
C -0.7160 4.4342 -4.3479 0.01 0.02 -0.08 -0.179
C -0.1290 -3.2180 0.1278 -0.44 -1.10 -1.26 0.045
C -0.6006 -6.3107 -2.8254 -0.20 0.66 0.03 0.765
C -1.5233 4.8562 -3.3019 -0.01 -0.09 -0.01 -0.174
C -3.9126 -0.8121 5.6593 0.09 0.05 -0.05 -0.179
C -4.4869 -0.7957 3.3520 0.58 0.16 -0.21 -0.235
C 0.6653 -2.0940 2.0501 -0.22 -0.33 -0.55 0.134
C -4.0961 -0.4110 0.9933 -0.56 0.04 -0.64 -0.104
C -2.2803 -0.0934 4.0257 -0.04 -0.07 -0.16 -0.250
C -0.5609 3.1863 -1.8652 0.24 0.03 0.26 -0.232
C 3.0965 2.2287 -3.0164 -0.52 -0.44 0.15 -0.296
C 0.6040 1.4395 2.7735 -0.10 0.39 -0.03 0.071
C 5.5337 3.4955 -3.2871 0.04 -0.13 -0.06 -0.153
C 3.3208 3.4349 -2.3559 0.06 0.03 0.03 -0.219
C -4.8471 -1.0425 4.6707 0.02 0.00 -0.05 -0.192
C 1.9832 0.4488 4.4522 -0.21 0.23 -0.17 -0.118
H 1.0404 -3.0015 2.5189 0.01 -0.05 -0.24 0.225
H -1.9292 -0.1253 6.1161 0.02 0.01 0.11 0.228
H -1.3121 0.3017 3.7866 0.09 0.03 0.07 0.208
H 2.5927 0.5249 5.3373 0.12 -0.01 0.10 0.256
H 0.8065 3.0566 -4.9630 0.05 0.04 -0.17 0.232
H -2.2227 5.6635 -3.4535 -0.04 0.10 -0.01 0.238
H -0.4788 2.7260 -0.8844 -0.01 0.08 -0.19 0.214
H 0.2680 -7.6922 -1.7598 -0.15 0.21 -0.06 0.492
H 3.9041 0.7149 -4.3048 0.01 -0.08 -0.06 0.231
H 6.0755 1.8546 -4.5548 0.06 -0.03 -0.06 0.239
H 1.5389 2.5540 4.3427 0.02 0.12 -0.01 0.260
H -2.0013 -4.1218 -2.5585 -0.06 0.00 -0.07 0.260
H -1.7483 -2.2782 -0.9131 0.05 -0.14 -0.04 0.207
H 2.2072 -1.6767 4.2479 0.00 -0.14 0.03 0.251
H 4.7334 4.9799 -1.9636 0.03 0.11 0.01 0.235
H -2.0613 4.5780 -1.2487 -0.05 0.01 0.07 0.222
H -4.1602 -0.9890 6.6951 -0.08 -0.03 0.03 0.242
H 2.5495 3.8696 -1.7369 -0.05 0.09 0.02 0.224
H 1.4937 -4.4028 0.9120 0.14 -0.04 0.05 0.220
H 6.4828 3.9949 -3.4009 0.10 0.05 0.01 0.238
H -0.7853 4.9090 -5.3156 0.01 0.03 -0.03 0.241
H 0.1142 2.2944 2.3264 0.01 0.00 -0.05 0.233
H -5.8347 -1.4021 4.9073 -0.14 -0.03 0.08 0.246
H 1.2155 -6.2190 -0.6629 0.06 0.00 -0.02 0.227